No. 1
A structure of composition C41H27BrIN9O3RbS at a distorted geometry. Source: OMol25; level of theory: ωB97M-V/def2-TZVPD.

Results
Multiplicity: 1
E_LUMO in eV: 1.04
E in eV: -152145.1360
Strongest force on any atom in eV Å⁻¹: 1.2
Net charge: -1
Frontier orbital gap in eV: 5.46
HOMO energy in eV: -4.42

The geometry in XYZ format:
```
84
Properties=species:S:1:pos:R:3:forces:R:3:mulliken_charge:R:1
I -0.99184 3.29411 1.86463 -0.10 0.08 0.11 0.147
Rb -1.25463 0.00967 0.14148 0.21 0.56 0.90 0.850
Br 8.51198 -4.79025 0.33038 0.02 0.01 0.01 -0.219
S 1.09785 -1.84805 8.16639 0.22 -0.26 0.72 0.089
O 0.32130 -1.61394 -0.86170 0.79 -0.63 -0.56 -0.778
O -3.68877 0.24004 -0.34889 -0.94 -0.10 -0.44 -0.690
O -3.70831 3.60723 -4.46803 -0.05 -0.28 -0.32 -0.607
N 0.87622 0.98206 -1.58920 0.24 -0.06 -0.13 0.264
N 0.78577 0.25429 2.52854 0.19 -0.03 -0.11 0.142
N 4.88806 -0.50881 -3.82789 0.07 -0.73 -0.13 -0.165
N 5.99012 -1.13257 -3.87161 -0.37 0.51 0.59 -0.792
N -0.37590 -1.72451 7.52145 0.14 -0.02 0.08 -0.680
N -1.81886 -0.12848 3.18208 -0.19 -0.08 -0.05 0.232
N -4.73065 -0.92793 -3.56036 0.09 0.20 0.04 -0.751
N 2.00728 -1.30712 6.94904 -0.09 -0.06 0.12 -0.672
N -2.54994 2.99058 -0.82302 -0.16 0.27 0.12 -0.404
C 0.52869 -0.21558 3.75420 -0.32 0.07 -0.20 -0.369
C 7.14605 -2.44849 -0.56171 -0.04 0.01 -0.05 -0.470
C -2.61433 -1.17330 5.62377 0.08 -0.07 0.21 -0.590
C 6.52507 -1.64084 -1.49978 -0.13 0.09 -0.12 -0.069
C -4.53565 -0.85471 -2.26702 -0.05 -0.04 -0.13 0.410
C 1.69402 -0.02605 -1.99784 -0.07 0.08 0.13 -0.629
C 7.06760 -3.21212 -3.22585 0.01 -0.24 -0.06 -0.256
C -4.87275 2.78341 0.01370 -0.07 0.03 -0.09 -0.003
C 1.54572 -0.48493 4.66873 0.00 -0.11 0.32 0.263
C 1.17117 -1.00832 5.97933 -0.19 0.20 -0.61 0.956
C 7.70214 -3.65673 -0.96139 -0.04 0.13 0.07 0.131
C 1.16759 2.22139 -1.92048 -0.07 -0.17 -0.02 -0.461
C 2.29045 2.55058 -2.70069 -0.02 0.05 0.02 -1.048
C 7.67395 -4.04200 -2.28581 -0.10 0.02 -0.27 -0.458
C -3.87537 0.25817 -1.60572 -0.06 0.15 0.02 0.127
C -4.30655 0.09847 -4.34832 -0.22 -0.28 0.14 -0.997
C 6.45876 -2.02175 -2.84690 -0.46 -0.04 -0.13 0.056
C -3.66347 1.19874 -3.85916 0.06 0.21 0.02 0.344
C -3.49328 2.87547 0.20720 0.27 0.06 0.12 0.367
C -3.54737 -0.85588 4.66767 -0.10 0.02 -0.04 -1.048
C -3.42126 1.30440 -2.46710 0.03 -0.02 0.19 1.890
C 3.38989 -2.15764 -2.67812 0.10 0.22 -0.06 -0.167
C -3.10174 -0.32585 3.45485 0.19 0.07 -0.09 -0.441
C -1.26267 -0.95986 5.35028 0.21 -0.08 0.30 0.473
C 1.33607 -1.39580 -1.55898 0.12 -0.07 -0.04 0.491
C 3.75956 -0.86286 -3.07290 0.49 0.07 0.16 0.013
C -2.59722 2.40342 -1.96050 -0.19 -0.28 0.10 -1.682
C -5.27400 2.85708 2.39178 0.03 0.01 -0.05 -0.540
C -5.74837 2.77444 1.08508 0.02 0.01 0.04 -0.819
C 2.85577 0.20935 -2.76381 0.16 0.07 0.07 1.146
C -0.90403 -0.44249 4.10710 0.14 0.15 -0.35 -0.365
C -3.26171 2.28966 -4.82104 -0.02 0.18 0.21 -0.727
C -5.00556 -1.98515 -1.39363 0.03 0.05 -0.06 -1.121
C 2.04517 0.47551 2.17996 -0.22 -0.05 -0.03 -0.290
C 3.12569 0.23618 3.03107 0.06 0.04 -0.06 -0.873
C 2.23100 -2.42634 -1.98570 -0.01 0.15 0.01 -0.957
C 2.86841 -0.25253 4.28947 0.04 -0.06 0.17 -0.629
C -3.04099 3.00844 1.52724 0.04 0.05 -0.04 -0.276
C 3.13014 1.55235 -3.11136 0.03 0.02 -0.06 -0.494
C -0.19980 -1.24780 6.30922 -0.17 0.22 -0.62 0.903
C -3.90833 2.98033 2.61303 0.00 -0.02 -0.15 -0.509
H 7.19050 -2.14699 0.47793 -0.01 -0.01 -0.07 0.394
H 8.11253 -4.98552 -2.58800 -0.01 0.08 0.00 0.390
H -5.96059 2.84330 3.23295 0.07 0.00 -0.09 0.388
H 4.01836 1.76593 -3.69503 -0.07 -0.02 0.04 0.454
H 4.13815 0.42782 2.69654 -0.08 -0.02 0.01 0.473
H -4.15480 -2.58377 -1.04991 -0.05 0.05 -0.01 0.179
H 0.48926 2.99503 -1.55727 0.09 -0.10 -0.04 0.584
H 2.20422 0.85633 1.17035 -0.05 -0.08 0.14 0.410
H -3.80668 -0.04415 2.67428 0.09 -0.05 0.03 0.635
H -5.68118 -2.62377 -1.96057 0.03 -0.01 0.01 0.405
H 1.96305 -3.44494 -1.72975 0.02 0.05 -0.02 0.439
H 3.66400 -0.46723 4.99410 -0.03 0.02 -0.05 0.506
H 7.04284 -3.49662 -4.27378 0.04 0.01 0.12 0.379
H 4.00849 -2.98742 -2.98334 0.19 -0.11 0.02 0.409
H -2.17799 2.27763 -4.97682 0.10 0.12 0.07 0.261
H 2.48775 3.58604 -2.95166 -0.01 -0.03 -0.01 0.404
H -3.51768 3.07086 3.62017 -0.01 -0.01 -0.07 0.423
H -2.89745 -1.58666 6.58548 0.00 0.03 -0.06 0.494
H -4.60551 -1.00916 4.83983 0.06 0.02 -0.02 0.465
H -3.41635 3.81579 -3.57904 0.07 -0.01 0.16 0.453
H -1.82470 2.76419 -2.65102 -0.10 -0.10 -0.07 1.000
H 6.08471 -0.69853 -1.19640 -0.02 -0.04 0.00 0.360
H -6.81389 2.69059 0.89932 0.07 0.01 0.01 0.378
H -4.51211 0.00718 -5.41283 -0.03 -0.01 0.14 0.305
H -5.49930 -1.60169 -0.49769 0.02 -0.01 -0.07 0.261
H -3.72574 2.08450 -5.77986 -0.01 -0.03 -0.15 0.432
H -5.24806 2.71455 -1.00114 0.01 -0.04 0.05 0.473
```
Positions in Å, forces in eV/Å.



No. 2
A structure of composition C41H28BrClF9N7O3Ti at a distorted geometry. Source: OMol25; level of theory: ωB97M-V/def2-TZVPD.

Results
Multiplicity: 1
E_LUMO in eV: -1.11
E in eV: -189687.6153
Strongest force on any atom in eV Å⁻¹: 2.6
Frontier orbital gap in eV: 6.93
HOMO energy in eV: -8.04

The geometry in XYZ format:
```
91
Properties=species:S:1:pos:R:3:forces:R:3:mulliken_charge:R:1
Br 3.99750 3.26482 0.17924 0.10 0.08 -0.05 -0.091
Ti -0.62707 0.03500 0.37030 -1.21 1.46 -0.82 -1.485
Cl -2.47020 3.11772 -6.17915 -0.14 0.05 -0.28 -0.247
F 2.68410 -1.79049 -7.12374 0.17 -0.04 0.19 -0.296
F -4.15106 -2.18066 -1.03159 -0.15 0.13 0.13 -0.228
F -0.72125 -2.95119 1.09484 0.01 -0.31 -0.20 -0.213
F 0.63541 -2.44385 -7.26292 -0.10 -0.07 0.09 -0.263
F 1.12763 -0.36600 -7.53674 -0.09 0.17 0.07 -0.251
F -2.86327 -2.73292 1.17411 -0.27 0.07 0.06 -0.286
F -2.00280 -4.51884 0.36215 0.00 0.01 -0.29 -0.319
F -3.08327 -2.07245 -2.88760 0.22 0.20 -0.17 -0.183
F -3.36918 -3.97297 -1.92867 0.19 -0.08 0.11 -0.294
O 2.10342 -2.66616 0.34559 -0.24 0.76 0.01 -0.676
O -1.62270 -1.12760 -0.67401 -0.14 0.02 -0.06 -0.502
O 0.90356 -0.80190 0.25938 0.63 -0.58 0.04 2.428
N 0.76994 -0.74543 -2.65195 -0.03 -0.03 0.05 1.827
N 3.12858 0.69298 0.42740 -0.03 -0.02 -0.08 0.194
N -0.68503 -0.94789 2.87692 0.34 -0.46 -0.25 0.518
N 0.01616 1.22206 1.86312 0.49 0.87 0.20 1.331
N 1.54698 -0.18994 2.99941 0.59 1.15 -0.35 -0.201
N -2.41616 1.05381 0.97026 -0.31 0.81 0.08 0.920
N -1.37077 3.11677 1.63494 1.24 0.45 0.10 -0.505
C 2.26682 -1.29913 -4.42854 -0.18 0.10 -0.13 -1.241
C 3.21552 -0.60381 0.70608 0.31 -0.12 -0.02 0.737
C 1.22058 -1.21714 -5.33647 -0.01 0.02 0.09 0.092
C -0.23650 2.55203 1.93175 -1.02 0.30 0.17 -0.350
C -4.82108 1.05390 0.86326 0.30 -0.09 0.05 -1.088
C 1.17266 0.95921 2.53853 0.25 -0.89 0.82 -0.091
C 1.42604 -1.45577 -6.80925 0.01 -0.04 -0.23 0.721
C -0.65137 -3.18301 -1.72078 -0.03 0.35 0.09 -1.733
C 0.61359 -1.18124 3.15192 -0.74 -0.52 0.68 0.181
C 0.06760 -3.17431 4.35747 -0.14 0.07 -0.15 -0.548
C -3.10035 -2.68045 -1.69694 -0.19 0.10 -0.06 0.434
C 0.03607 1.64456 -0.93044 0.03 -0.02 0.52 -0.501
C 2.45126 4.85180 3.36442 -0.10 0.07 -0.02 -0.725
C -1.96323 2.20975 -2.33518 0.26 -0.05 0.09 0.447
C 1.02535 -2.33570 3.83204 -0.17 0.06 -0.15 -0.755
C 4.18901 1.43442 0.63593 0.03 0.06 -0.23 0.106
C -1.59210 -1.73774 3.43201 -0.18 -0.15 0.36 -0.212
C -0.58915 1.96724 -2.22669 -0.39 0.25 -0.52 -0.343
C -1.27460 -2.84488 4.19783 0.01 0.09 0.04 -1.030
C -4.85981 2.43056 1.06755 0.24 -0.08 0.04 -0.651
C 1.97404 -1.06148 -3.08979 0.19 -0.02 -0.20 -0.576
C -1.75023 2.67690 -4.67148 0.08 -0.09 0.26 0.428
C -0.05540 -0.90020 -4.88680 0.24 -0.05 0.17 -1.057
C 3.33529 3.84508 3.72693 -0.01 -0.08 0.01 -0.759
C 5.40318 0.96483 1.11739 -0.03 0.00 0.03 -0.737
C 4.37131 -1.18258 1.21880 -0.25 -0.09 -0.19 -1.316
C 3.02658 2.50872 3.50654 -0.17 -0.08 -0.02 -0.015
C -1.85308 -3.19292 0.41706 0.17 -0.07 0.51 0.221
C 1.99211 -1.45494 0.41842 2.10 -1.45 0.26 0.227
C 1.22137 4.56481 2.77996 -0.11 -0.12 -0.07 -0.261
C 5.48297 -0.38198 1.42555 -0.20 0.04 -0.12 -0.581
C 1.82937 2.22343 2.88066 -0.16 0.85 -0.10 0.062
C -0.38313 2.46672 -4.59920 -0.15 0.09 0.00 -1.019
C -3.59068 0.42886 0.82386 -0.93 -0.36 -0.03 -0.095
C -0.22036 -0.66213 -3.52968 -0.07 -0.19 -0.46 -0.735
C -2.54325 2.55784 -3.53928 -0.01 -0.01 -0.18 -1.359
C -2.45367 2.37999 1.27074 -0.45 -0.10 0.12 0.254
C 0.92315 3.23891 2.52862 0.78 -0.29 0.20 -0.295
C -1.76421 -2.45898 -0.93747 -0.50 -1.59 -0.28 0.914
C -3.67394 3.08480 1.28786 0.04 -0.23 -0.11 -0.700
C 0.18059 2.12127 -3.38585 -0.09 0.28 0.32 0.199
H -3.62813 4.13922 1.49957 0.04 0.11 0.01 0.573
H 0.52680 5.35104 2.52611 -0.07 0.05 -0.05 0.575
H -0.81255 -4.26055 -1.67793 -0.03 0.11 0.02 0.574
H 4.38367 -2.23941 1.42526 -0.02 -0.13 0.01 0.518
H -0.88449 -0.82022 -5.57256 -0.11 0.00 -0.04 0.537
H -5.72085 0.47431 0.73651 -0.03 -0.09 -0.04 0.544
H 0.22947 2.57097 -5.48312 0.02 0.03 -0.05 0.442
H -0.66250 -2.86646 -2.75909 0.04 -0.11 0.05 0.448
H -1.18990 -0.40379 -3.12566 -0.06 -0.01 -0.09 0.304
H -2.62410 -1.44610 3.26924 0.00 -0.16 -0.06 0.421
H 6.40444 -0.80498 1.79840 0.04 -0.01 0.06 0.466
H -5.79681 2.96560 1.08309 -0.09 0.06 -0.01 0.440
H -2.59070 2.14116 -1.45471 -0.02 -0.06 -0.01 0.150
H 2.74678 -1.13175 -2.33447 0.16 0.00 0.00 0.304
H 0.30857 -2.93884 -1.26627 -0.07 -0.08 -0.09 0.051
H 6.24829 1.62191 1.23444 0.04 0.13 0.03 0.510
H 0.35049 -4.05393 4.91709 0.05 -0.06 0.02 0.439
H 1.25237 1.99714 -3.32581 0.11 -0.13 0.02 0.489
H 1.11186 1.47880 -1.05949 -0.22 -0.09 0.22 0.158
H 2.08116 -2.50769 3.96707 0.09 0.05 0.07 0.505
H 4.27745 4.10612 4.18682 0.06 0.02 0.03 0.434
H -0.08623 2.53121 -0.29903 0.06 -0.13 -0.09 1.230
H -2.05167 -3.43689 4.64981 -0.14 -0.09 0.03 0.448
H -3.55532 -0.64000 0.68327 0.10 0.07 -0.18 0.075
H 3.70282 1.71913 3.79793 0.04 -0.10 0.02 0.579
H -3.60571 2.73880 -3.59891 -0.08 0.03 -0.06 0.464
H 3.27086 -1.52103 -4.75474 0.05 -0.08 0.02 0.486
H 2.72520 5.88031 3.54407 0.00 0.10 0.03 0.409
```
Positions in Å, forces in eV/Å.



No. 3
A structure of composition C41H28BrClLuN3O7PS at a distorted geometry. Source: OMol25; level of theory: ωB97M-V/def2-TZVPD.

Results
Multiplicity: 1
E_LUMO (alpha / beta) in eV: -4.35 / -6.17
E in eV: -198080.3197
Strongest force on any atom in eV Å⁻¹: 4.5
Net charge: +1
Frontier orbital gap (alpha / beta) in eV: 5.72 / 3.90
HOMO energy (alpha / beta) in eV: -10.07 / -10.08

The geometry in XYZ format:
```
84
Properties=species:S:1:pos:R:3:forces:R:3:mulliken_charge:R:1
Lu 0.27936 -0.72534 -0.69345 -0.89 -1.50 -0.16 2.060
Br -4.57564 -0.34644 6.61086 -0.08 0.01 0.13 -0.168
Cl -0.49718 -5.42961 -6.19276 -0.04 0.19 0.22 -0.223
S 1.81357 0.42039 -2.81099 0.21 -0.34 0.29 1.459
P -0.02906 2.15678 -0.71587 -0.37 1.49 0.02 1.703
O 2.28593 -0.42962 -1.67957 0.30 0.51 -0.73 -0.643
O -0.67008 -1.73710 1.13497 -0.44 0.33 0.59 -0.837
O -1.21318 -1.71660 -1.69256 -0.12 -0.83 -1.10 -0.558
O 1.45660 0.30986 1.07259 -1.29 4.12 1.32 -0.196
O 2.34682 0.12627 -4.09272 0.08 0.02 -0.11 -0.706
O 0.33167 0.37251 -2.67990 -0.08 0.39 -0.40 -0.532
O -1.50058 0.20214 0.53879 -0.08 0.28 -0.25 -0.155
N 1.82154 -1.65217 2.02433 0.05 -0.54 -0.02 0.622
N 1.97203 -0.74994 0.91857 1.82 -3.45 -0.43 -0.465
N 1.26709 -2.95538 -0.62293 -0.05 -0.01 -0.04 0.116
C -0.00424 -3.51628 -2.68012 0.41 -0.47 -0.08 0.275
C -0.99329 -2.51569 -2.72427 -0.14 0.56 1.03 0.305
C 2.19823 -2.95659 1.70645 -0.37 0.76 0.23 0.812
C -1.78846 -2.42403 -3.87077 -0.21 0.01 -0.33 -0.725
C 1.78647 -2.03688 4.33242 0.17 -0.39 0.22 -1.085
C -2.57316 1.90746 -1.85722 -0.11 -0.03 -0.07 -0.403
C -2.90934 -1.63897 4.72348 0.10 -0.03 -0.16 -0.798
C -1.45149 -0.76153 1.35689 0.36 -0.40 0.06 0.688
C -0.99246 4.45025 3.15635 0.05 0.01 0.00 -0.498
C -2.24207 -0.68693 2.61298 0.01 -0.02 -0.03 0.109
C 2.12215 -3.49802 0.38919 -0.07 0.04 -0.09 0.032
C 3.40148 2.59254 -2.94427 -0.20 0.00 0.08 -0.730
C -3.67951 0.56481 4.08567 0.08 0.04 -0.17 -0.701
C 1.54266 -1.21775 3.24825 0.13 0.08 -0.57 -0.059
C -1.92314 4.40609 2.12916 -0.01 0.00 -0.17 -0.739
C 2.86862 -4.64249 0.20792 0.12 -0.23 -0.03 -0.887
C -2.97817 0.45807 2.89268 -0.09 0.15 0.11 -0.358
C -0.66771 -4.31660 -4.85775 -0.25 -0.02 -0.44 -0.085
C -1.62764 3.74977 0.93945 -0.18 -0.08 0.11 -0.624
C 1.97755 4.06109 -1.05015 0.06 0.22 0.11 -0.366
C 3.13755 4.57957 -1.61735 -0.07 0.08 0.01 -0.740
C -3.63321 -0.48590 4.98915 0.04 -0.02 -0.06 0.035
C -1.12037 3.57264 -2.82948 0.08 0.07 -0.10 -0.801
C -0.39364 3.12021 0.76904 0.29 -0.18 0.22 0.776
C 2.41970 -3.23760 4.09936 -0.05 0.15 0.42 -0.549
C 0.24855 3.84466 2.99171 0.01 -0.01 -0.09 -0.960
C -3.33444 3.25915 -3.70436 -0.05 -0.05 0.02 -0.644
C 2.66201 -3.71539 2.79450 -0.02 -0.17 0.01 0.756
C 0.88813 -3.76049 -1.56983 -0.04 0.10 0.26 0.013
C 3.83888 3.85583 -2.56525 0.09 0.04 -0.01 -0.745
C 2.25438 2.07053 -2.36700 0.04 0.37 0.12 0.134
C 0.54418 3.18144 1.81031 0.13 0.02 0.04 -0.391
C -2.11337 3.91632 -3.73444 0.01 -0.02 0.08 -0.785
C 3.46869 -5.35395 1.26717 -0.01 -0.03 -0.22 -0.923
C 1.50651 2.80929 -1.42145 0.40 -0.57 -0.25 -0.505
C -3.56231 2.25776 -2.76849 0.02 -0.02 0.08 -0.858
C 0.11215 -4.43876 -3.75446 0.28 0.06 0.50 -1.189
C -1.62499 -3.29446 -4.91938 -0.11 0.04 -0.15 -0.539
C -2.20930 -1.73255 3.52753 -0.08 -0.17 0.12 -0.185
C 3.30422 -4.94848 2.55563 0.01 -0.01 0.15 -1.025
C -1.34753 2.57351 -1.88397 -0.05 -0.23 -0.06 0.819
H 0.84598 -5.23638 -3.70325 -0.04 0.06 0.03 0.455
H -2.98706 1.26903 2.17280 -0.02 -0.07 0.06 0.441
H 3.66496 -5.53508 3.39329 -0.02 0.06 -0.09 0.427
H 1.55878 -1.68145 5.32694 0.03 -0.08 0.00 0.514
H -4.51426 1.73808 -2.74847 0.10 0.05 0.00 0.503
H -4.25612 1.45145 4.31500 0.03 -0.03 -0.02 0.465
H -2.24670 -3.20512 -5.80246 0.04 -0.01 0.04 0.436
H -1.65241 -2.63055 3.28348 -0.01 0.07 0.03 0.539
H 2.74138 -3.85088 4.93505 -0.05 0.04 -0.06 0.451
H -4.10790 3.52456 -4.41500 0.03 -0.03 0.04 0.409
H 1.52479 2.73842 1.68586 -0.06 -0.08 -0.01 0.617
H -2.75616 1.11596 -1.14206 0.05 0.00 0.00 0.491
H 3.47969 5.56611 -1.32707 -0.04 -0.07 0.00 0.454
H 0.98891 3.90113 3.78178 -0.04 -0.02 -0.07 0.452
H -1.92827 4.69528 -4.46301 0.00 -0.02 0.03 0.457
H -2.90553 -2.45076 5.43868 0.02 0.02 -0.04 0.462
H 4.01125 -6.26417 1.04669 -0.02 0.04 -0.03 0.423
H -2.88276 4.89719 2.24379 0.07 -0.04 -0.02 0.456
H 3.93791 2.01491 -3.68747 -0.06 0.01 0.06 0.558
H -2.36492 3.72818 0.14946 -0.01 -0.01 -0.02 0.442
H 1.20377 -0.19180 3.31019 0.02 0.01 -0.02 0.582
H 2.96548 -5.04794 -0.78953 0.05 -0.04 0.05 0.692
H 4.73301 4.27130 -3.01453 -0.05 -0.03 0.03 0.435
H -0.17147 4.09027 -2.86728 0.01 -0.01 -0.01 0.457
H 1.25635 -4.78395 -1.55826 0.05 -0.03 -0.04 0.577
H -2.53759 -1.64186 -3.89861 0.03 -0.07 -0.03 0.492
H -1.22463 4.97375 4.07673 0.01 -0.06 -0.05 0.431
H 1.42236 4.64696 -0.32743 0.06 0.00 -0.05 0.546
```
Positions in Å, forces in eV/Å.



What relative energy (zero: lowest compared OMol25 entry of this formula, charge and spin) values result from the calculations? In sequence: 5.32, 38.61, 62.26 kcal per mole.